[1]
Density functional theory data (wB97M-V/def2-TZVPD) for a structure of composition C46H46BiBrN4O3PSSe2.

ORCA input file:
```
! wB97M-V def2-TZVPD RIJCOSX def2/J DEFGRID3
* xyz -1 1
Bi -0.31678 0.69608 -0.43716
O -1.04851 -1.01579 1.04854
C -2.23962 -1.24690 1.48242
C -2.68148 -2.58504 1.68013
C -3.95551 -2.87105 2.10781
C -4.87478 -1.85059 2.40202
C -4.45547 -0.54743 2.26715
C -3.17001 -0.22209 1.80761
C -2.81560 1.18034 1.77668
N -1.80508 1.70716 1.18809
N -1.63725 3.06909 1.44575
C -0.61041 3.52061 0.77817
O 0.12343 2.87098 -0.04981
C -0.23632 4.94487 1.02807
C 1.04353 5.38663 0.71404
C 1.40495 6.70322 0.96525
C 0.48452 7.58769 1.51480
C -0.80008 7.15009 1.81283
C -1.15753 5.83167 1.57305
H -1.96659 -3.36935 1.45986
H -4.25440 -3.90734 2.22654
H -5.87608 -2.08017 2.73953
H -5.13079 0.26610 2.51482
H -3.45097 1.87041 2.33437
H 1.73792 4.68894 0.26337
H 2.40537 7.04171 0.72570
H 0.76429 8.61694 1.70403
H -1.52509 7.83728 2.23166
H -2.14928 5.47121 1.80958
Se 1.90482 1.34856 -2.53877
P 0.19728 1.45790 -3.85445
Se -1.54973 2.43728 -3.07643
C 0.69612 2.19100 -5.44750
C 0.12389 3.36746 -5.90826
C 0.53998 3.91773 -7.11650
C 1.52213 3.29052 -7.86612
C 2.09668 2.10956 -7.40689
C 1.68867 1.56464 -6.20125
C -0.29873 -0.24967 -4.32277
C 0.49175 -1.34636 -4.00016
C 0.05907 -2.63801 -4.29346
C -1.16140 -2.83764 -4.91754
C -1.95267 -1.74262 -5.25268
C -1.52657 -0.45969 -4.95303
H -0.64453 3.84431 -5.31241
H 0.09371 4.83907 -7.46942
H 1.84540 3.71991 -8.80648
H 2.86588 1.61772 -7.98913
H 2.14747 0.65337 -5.83450
H 1.43861 -1.18177 -3.50008
H 0.68067 -3.48404 -4.02532
H -1.50227 -3.84156 -5.14010
H -2.91129 -1.89174 -5.73398
H -2.16068 0.39041 -5.17417
C 3.60052 -4.01329 4.83905
C 4.24598 -3.68281 3.48630
C 4.34294 -4.97199 2.67293
C 5.66907 -3.15651 3.71972
C 3.41430 -2.62002 2.77172
C 2.82164 -2.81609 1.53683
C 2.10417 -1.79243 0.94127
Br 1.36175 -2.17619 -0.77842
C 1.93356 -0.51874 1.51088
O 1.37854 0.50329 0.89460
C 2.47607 -0.34288 2.81436
C 3.21234 -1.37860 3.36935
C 2.33254 0.93283 3.68027
C 3.70535 1.61378 3.76705
C 1.88783 0.51478 5.09318
C 1.31555 1.98704 3.22137
H 4.16442 -4.79642 5.35477
H 2.57466 -4.36006 4.69941
H 3.56933 -3.13811 5.48970
H 4.95281 -5.69913 3.21416
H 4.80829 -4.80006 1.69980
H 3.35946 -5.41691 2.50530
H 6.28478 -3.91849 4.20654
H 5.66690 -2.26896 4.35477
H 6.13907 -2.88608 2.77197
H 2.91008 -3.75642 1.01065
H 3.65396 -1.20943 4.34438
H 4.46342 0.94657 4.18418
H 3.64495 2.50278 4.40150
H 4.03868 1.92484 2.77467
H 2.59289 -0.15984 5.58092
H 0.91757 0.01551 5.05256
H 1.78917 1.40327 5.72181
H 1.59345 2.46037 2.28394
H 1.26504 2.75540 3.99980
H 0.31848 1.56550 3.09724
N -6.17214 -4.28172 -2.01431
C -6.30907 -2.94938 -2.05299
S -7.78869 -2.24831 -2.26077
C -5.03290 -2.16706 -1.88627
C -3.77911 -2.76758 -1.85962
C -2.65505 -1.98299 -1.66479
N -2.71166 -0.66575 -1.50987
C -3.90850 -0.08522 -1.55890
C -5.08520 -0.78953 -1.74310
H -7.00302 -4.84122 -2.10405
H -5.29591 -4.73144 -1.82924
H -3.62607 -3.83147 -1.97386
H -1.67047 -2.43563 -1.60472
H -3.92194 0.99229 -1.44023
H -6.04050 -0.28311 -1.75932
*
```

As for the LUMO energy: 1.424 eV. The HOMO energy comes out at -4.93 eV. The HOMO-LUMO gap comes out at 6.35 eV. The energy above the lowest of the compared OMol25 structures with the same formula, charge and spin is 0.0 kcal/mol.

***

[2]
Density functional theory data (wB97M-V/def2-TZVPD) for a structure of composition C46H46Cl2N3O2PV.

ORCA input file:
```
! wB97M-V def2-TZVPD RIJCOSX def2/J DEFGRID3
* xyz -2 4
V 0.30592 0.04582 -0.86939
O 4.02608 -0.11288 -0.41094
C 3.13935 0.14828 0.39440
O 2.03883 0.76003 0.18677
C 3.35923 -0.21556 1.86579
C 4.66494 -0.46902 2.27537
C 4.95444 -0.72848 3.60375
C 3.92185 -0.74391 4.53408
C 2.61744 -0.51832 4.12440
C 2.31205 -0.26008 2.78616
P 0.55729 0.00811 2.24890
C -0.26623 -0.91862 3.62845
C -1.15142 -0.38324 4.55739
C -1.79455 -1.19727 5.48418
C -1.55979 -2.56329 5.49901
C -0.67957 -3.11118 4.57187
C -0.05219 -2.29960 3.64455
C 0.31327 1.75480 2.75972
C -0.97466 2.28694 2.73526
C -1.20525 3.60578 3.09111
C -0.14254 4.43152 3.42751
C 1.15009 3.92817 3.40043
C 1.37535 2.59864 3.07656
H 5.43235 -0.45240 1.51312
H 5.97578 -0.91410 3.91521
H 4.12855 -0.93676 5.58085
H 1.82195 -0.54360 4.85788
H -1.33772 0.68333 4.58038
H -2.47976 -0.75132 6.19607
H -2.06331 -3.19788 6.21905
H -0.49501 -4.17896 4.55778
H 0.61240 -2.74550 2.91077
H -1.80262 1.67378 2.39297
H -2.21406 3.99823 3.05753
H -0.31838 5.47147 3.67663
H 1.99242 4.57320 3.62040
H 2.38861 2.21933 3.05525
C -2.30933 0.62791 -4.15038
C -3.49904 0.78476 -3.19948
C -4.71877 1.30751 -3.95259
C -3.73129 -0.52352 -2.46011
C -4.79121 -1.34805 -2.80711
C -4.91925 -2.62725 -2.27922
C -3.95242 -3.08402 -1.40079
C -2.88032 -2.28959 -1.00943
C -1.85980 -2.85635 -0.04294
C -1.07234 -3.99454 -0.69314
C -2.49970 -3.31789 1.26691
C -2.76825 -0.97505 -1.51178
N -1.73026 -0.15140 -1.11575
C -2.08189 1.08597 -0.60069
C -1.21102 2.20678 -0.75515
C -1.39192 3.55368 -0.43314
C -0.23152 4.22144 -0.88112
C 0.60318 3.26210 -1.43596
N 0.02305 2.03516 -1.36513
C 1.96785 3.47534 -2.05488
C 1.90977 4.68730 -2.99599
C 2.41295 2.25404 -2.86051
C 3.00343 3.76157 -0.95644
H -2.09729 1.57149 -4.65941
H -2.52124 -0.13527 -4.90541
H -1.41566 0.33216 -3.60145
H -3.21479 1.54844 -2.47343
H -4.97009 0.67870 -4.81165
H -4.51074 2.30967 -4.33392
H -5.59973 1.36434 -3.30922
H -5.52237 -1.00020 -3.52701
H -5.75321 -3.25991 -2.56179
H -4.03235 -4.08703 -0.99443
H -1.14780 -2.06009 0.18897
H -1.73859 -4.82135 -0.96147
H -0.30685 -4.37554 -0.01320
H -0.57261 -3.64711 -1.59696
H -3.19794 -4.14501 1.10753
H -3.04587 -2.50474 1.74923
H -1.73252 -3.66348 1.96196
H -3.07581 1.23107 -0.17708
H -2.25866 3.98564 0.04591
H -0.02879 5.28110 -0.81340
H 1.15839 4.53556 -3.77370
H 2.88258 4.84042 -3.47378
H 1.65079 5.59901 -2.45281
H 1.68958 2.01528 -3.64307
H 2.53161 1.37466 -2.22911
H 3.38073 2.45822 -3.32923
H 2.70170 4.63248 -0.36848
H 3.98643 3.95905 -1.39685
H 3.08308 2.90591 -0.28875
Cl 2.49563 -3.26110 0.53787
C 2.54831 -3.30941 -1.20983
C 3.34850 -4.26759 -1.79423
C 3.42797 -4.35721 -3.18143
C 2.68762 -3.46443 -3.94624
C 1.89948 -2.50879 -3.33566
Cl 0.99677 -1.42335 -4.36237
C 1.77719 -2.36412 -1.93390
N 0.99247 -1.47068 -1.34683
H 3.90989 -4.93818 -1.15734
H 4.05255 -5.10341 -3.65474
H 2.71863 -3.49662 -5.02763
*
```

As for the LUMO energy (spin up / spin down): 4.312 / 4.305 eV. The HOMO energy (spin up / spin down) comes out at 0.68 / -1.71 eV. The HOMO-LUMO gap (spin up / spin down) comes out at 3.63 / 6.01 eV.

***

[3]
Density functional theory data (wB97M-V/def2-TZVPD) for a cluster of 6 separate species, C46H46F8N2O4S in total at a distorted geometry.

ORCA input file:
```
! wB97M-V def2-TZVPD RIJCOSX def2/J DEFGRID3
* xyz 0 1
C -2.37212 4.17772 -1.47212
C -2.33021 3.48839 -0.08385
C -0.93449 2.86462 0.23521
C -1.11983 1.34503 0.11997
O 0.00019 0.62486 0.62453
C -0.00351 -0.76459 0.32088
C -1.35140 -1.38598 -0.03485
C -1.33068 -2.91744 -0.00949
S -2.84105 -3.61164 -0.78406
C -4.03297 -2.35613 -0.77322
N -4.00537 -1.17422 -1.27584
N -5.18317 -0.55052 -1.02103
C -5.90266 -1.41930 -0.38794
O -5.26736 -2.55442 -0.19179
C 0.60610 -1.40853 1.60767
O 1.88800 -1.96844 1.30117
C 2.24832 -1.68007 0.03057
O 3.36446 -1.92597 -0.36327
C 1.07932 -1.08774 -0.73704
C 1.57433 0.05431 -1.62690
C 1.38342 -0.24049 -3.13500
C 0.41766 0.71180 -3.74507
F 0.88787 1.93757 -4.05516
C -0.86478 0.46665 -3.97162
F -1.40581 -0.73135 -3.82403
F -1.73507 1.37964 -4.34485
H -2.85283 5.14747 -1.40594
H -2.95275 3.56093 -2.15264
H -1.37733 4.23864 -1.90226
H -3.06398 2.68797 -0.14536
H -2.67931 4.14452 0.70610
H -0.66607 3.10764 1.25890
H -0.22508 3.23525 -0.49583
H -1.30710 1.17195 -0.94195
H -1.98995 1.11186 0.71599
H -2.14259 -1.05669 0.62553
H -1.59136 -1.08586 -1.05013
H -0.44868 -3.34251 -0.46394
H -1.32013 -3.22500 1.02798
H -6.90212 -1.18454 -0.08045
H 0.82813 -0.55675 2.24352
H -0.00663 -2.13540 2.12224
H 0.66802 -1.90478 -1.32871
H 1.10085 1.00371 -1.40062
H 2.63794 0.17383 -1.45351
H 2.31018 -0.12625 -3.69034
H 0.95420 -1.22189 -3.29491
F 8.08592 -1.84493 -3.39106
C 7.90015 -1.74634 -2.05851
C 8.98562 -1.47733 -1.24927
C 8.79062 -1.37249 0.12036
C 7.52263 -1.54603 0.65919
C 6.44374 -1.82035 -0.17211
C 6.63120 -1.91695 -1.54275
H 9.96612 -1.35275 -1.68951
H 9.63033 -1.15514 0.76708
H 7.37492 -1.46698 1.72825
H 5.45603 -1.96033 0.24219
H 5.80188 -2.12201 -2.20714
F -2.86431 2.07330 2.49706
C -2.81180 2.81780 3.62444
C -3.60633 3.94308 3.72118
C -3.55485 4.69950 4.88116
C -2.70938 4.33058 5.91828
C -1.91271 3.20299 5.79642
C -1.96713 2.43122 4.64334
H -4.25443 4.21648 2.89842
H -4.17649 5.57929 4.97608
H -2.66773 4.92868 6.81824
H -1.24510 2.92107 6.59927
H -1.36060 1.54178 4.53135
F 5.65244 3.42943 -4.95503
C 4.71165 3.33177 -5.91393
C 3.51211 2.71684 -5.61651
C 2.54262 2.62142 -6.60420
C 2.78913 3.13224 -7.87182
C 4.00362 3.74330 -8.15148
C 4.97373 3.85006 -7.16593
H 3.34367 2.32099 -4.62455
H 1.59587 2.14989 -6.38442
H 2.03300 3.05360 -8.64166
H 4.19731 4.13803 -9.13980
H 5.92380 4.32942 -7.36088
F 0.59656 -4.78760 0.89910
C 1.29905 -5.73967 0.24076
C 2.66978 -5.61118 0.15324
C 3.38894 -6.58671 -0.52080
C 2.73040 -7.66331 -1.10060
C 1.34981 -7.76866 -1.00350
C 0.62357 -6.80182 -0.32325
H 3.16116 -4.75862 0.60552
H 4.46479 -6.50531 -0.59387
H 3.29468 -8.42015 -1.62870
H 0.83589 -8.60454 -1.45827
H -0.45282 -6.86847 -0.22888
F -4.98081 3.15160 6.86531
C -5.84283 2.13056 6.67792
C -6.78156 1.86277 7.65464
C -7.67131 0.81620 7.46307
C -7.60618 0.04858 6.30838
C -6.65205 0.33147 5.34101
C -5.76452 1.38273 5.52094
H -6.81096 2.46831 8.55081
H -8.41618 0.59954 8.21679
H -8.29907 -0.76964 6.16365
H -6.59685 -0.26826 4.44227
H -5.01935 1.62321 4.77619
*
```

As for the LUMO energy: 0.244 eV. Its structure (SMILES) is CCCCO[C@]1(CCSc2nnco2)COC(=O)[C@@H]1CCC(F)=C(F)F.Fc1ccccc1.Fc1ccccc1.Fc1ccccc1.Fc1ccccc1.Fc1ccccc1. The HOMO energy comes out at -8.90 eV. The HOMO-LUMO gap comes out at 9.15 eV.

***

[4]
Density functional theory data (wB97M-V/def2-TZVPD) for a structure of composition C46H46N16OS2SiY.

ORCA input file:
```
! wB97M-V def2-TZVPD RIJCOSX def2/J DEFGRID3
* xyz 1 1
Y -0.02375 0.01087 -0.10160
N 10.48404 1.02630 0.24805
C 9.34898 0.85236 0.21251
C 7.91968 0.63106 0.17247
C 7.06178 1.68429 -0.13172
C 5.69438 1.46827 -0.16693
C 5.17893 0.20694 0.10721
C 6.03944 -0.84076 0.41122
C 7.40875 -0.63487 0.44181
C 3.69761 -0.00308 0.07254
C 3.05808 0.03448 1.31362
C 3.71119 0.23722 2.56109
C 2.73669 0.24482 3.53255
C 1.51705 0.05020 2.84787
N 1.68426 -0.08150 1.53698
C 3.15500 -0.19219 -1.20058
C 3.91025 -0.32240 -2.39798
C 3.01452 -0.51719 -3.42414
C 1.73806 -0.48911 -2.82413
N 1.79841 -0.30805 -1.50890
H 7.46934 2.66457 -0.33896
H 5.01706 2.28125 -0.40251
H 5.63481 -1.82387 0.62149
H 8.08442 -1.44701 0.67386
H 4.77345 0.36778 2.69948
H 2.85917 0.38394 4.59529
H 0.52839 0.02918 3.28339
H 4.98610 -0.28186 -2.46900
H 3.22620 -0.65009 -4.47325
H 0.78944 -0.59230 -3.31903
C 2.13359 5.48923 4.06585
Si 1.66146 5.27150 2.27921
C 0.83950 6.81695 1.64857
C 3.20274 4.94431 1.30743
C 0.32621 3.92226 2.25463
C -0.66296 4.03936 3.21681
C -1.71135 3.11918 3.31028
C -1.70463 2.07120 2.42822
N -0.76566 1.90524 1.48426
C 0.21601 2.83007 1.35852
S 1.27563 2.55999 0.01103
H 2.88324 6.28039 4.15884
H 2.56499 4.56862 4.46864
H 1.28338 5.76669 4.69302
H 1.52012 7.67075 1.71884
H -0.06002 7.05529 2.22286
H 0.55072 6.70444 0.59929
H 3.89745 5.76697 1.50524
H 3.00899 4.89493 0.23504
H 3.67872 4.00683 1.60756
H -0.63707 4.86916 3.91700
H -2.49464 3.21594 4.04928
H -2.50130 1.34206 2.44166
N -0.95460 -3.87696 -2.68496
C -2.10263 -3.28002 -3.18099
C -3.04802 -3.72323 -4.10164
C -4.08707 -2.86066 -4.37767
C -4.16775 -1.59945 -3.76267
C -3.22136 -1.17394 -2.85533
C -2.17024 -2.04192 -2.54793
N -1.07473 -1.90146 -1.67520
C -0.39541 -3.02005 -1.80267
C 0.80559 -3.33885 -1.03671
C 1.65932 -4.37621 -1.22460
S 2.86371 -4.33487 -0.02064
C 2.14166 -2.94457 0.65753
N 1.09305 -2.51974 0.02354
H -0.61258 -4.79440 -2.91302
H -2.97332 -4.69267 -4.57687
H -4.85189 -3.15684 -5.08355
H -4.99215 -0.94402 -4.01370
H -3.27160 -0.18281 -2.42742
H 1.66040 -5.13166 -1.99478
H 2.54614 -2.45909 1.53597
N -0.91910 -4.40268 3.95665
N -1.15320 -3.15690 3.39267
N -2.12388 -2.37634 3.79928
C -2.01710 -1.38333 2.92441
N -1.02407 -1.57295 2.04581
N -0.48073 -2.74216 2.37138
H -1.32568 -4.37419 4.88455
H 0.08568 -4.52581 4.00096
H -2.67097 -0.53306 2.93836
C -1.74482 5.07185 -2.54115
C -1.59134 3.60949 -2.79810
C -1.74809 2.85206 -3.93285
C -1.33477 1.55072 -3.58100
N -0.98782 1.49798 -2.29298
N -1.17315 2.76654 -1.83874
C -1.21641 0.41262 -4.54468
H -2.32684 5.53452 -3.33505
H -0.77032 5.56212 -2.50667
H -2.24752 5.26027 -1.59148
H -2.08257 3.18620 -4.90240
H -0.62207 3.03219 -1.02294
H -2.10811 0.33905 -5.16722
H -1.07951 -0.54137 -4.05255
H -0.36454 0.58608 -5.20584
N -7.73229 1.04086 0.17067
C -7.03796 -0.07513 -0.16092
O -7.55692 -1.10067 -0.54412
C -5.53360 0.01268 -0.04845
C -4.83188 -1.16228 0.16009
C -3.45294 -1.11273 0.21069
N -2.74688 0.01799 0.07108
C -3.43491 1.14661 -0.12602
C -4.81741 1.19026 -0.19653
H -8.73645 1.00416 0.11769
H -7.29954 1.83633 0.60166
H -5.36297 -2.10048 0.24624
H -2.88029 -2.02069 0.34354
H -2.85391 2.04844 -0.25165
H -5.30465 2.13622 -0.39734
*
```

As for the LUMO energy: -2.716 eV. The HOMO energy comes out at -9.53 eV. The HOMO-LUMO gap comes out at 6.81 eV.